1.
10
Properties=species:S:1:pos:R:3:forces:R:3 method="wB97M-V/def2-TZVPD" energy_ha=-301.39820 orbital_gap_ev=9.07 e_homo_ev=-8.484 smiles=Oc1ccn[nH]1 e_above_lowest_kcal_mol=55.87
O 1.49291 0.62955 -1.02434 1.234 1.722 0.613
N -0.51862 1.20728 0.04296 0.061 -0.023 -0.272
N -1.59972 0.41756 0.23304 -0.092 -0.282 0.353
C 0.29414 -0.81304 0.41610 -0.055 -0.245 -0.220
C 0.62041 0.45423 0.00654 -0.694 -0.711 -0.970
C -1.10511 -0.80415 0.38013 -0.350 -0.067 0.505
H -0.65721 2.20567 0.12589 0.336 -0.281 -0.448
H -1.74567 -1.67025 0.30232 -0.176 0.125 0.620
H 2.20821 -0.01033 -0.95606 0.013 -0.011 0.087
H 1.01065 -1.61653 0.47342 -0.277 -0.228 -0.266

2.
18
Properties=species:S:1:pos:R:3:forces:R:3 method="wB97M-V/def2-TZVPD" energy_ha=-360.38487 orbital_gap_ev=8.71 e_homo_ev=-7.942 smiles="CNC(N)=O.CN" e_above_lowest_kcal_mol=32.96
O -1.63456 0.03491 0.19195 0.624 0.731 -0.428
N 0.03062 -0.13793 -1.45784 -0.979 1.538 1.410
N -1.22964 1.86645 -1.15201 0.742 -0.955 0.781
N 0.81602 0.74752 1.34723 1.374 -1.704 -0.585
C 0.14677 -1.57464 -1.32891 0.071 0.007 0.376
C -0.95548 0.60310 -0.64118 -1.199 -1.895 -2.920
C 0.87900 -0.36743 2.28676 -0.147 0.316 -0.281
H 0.80007 0.37215 0.33253 -0.172 2.140 2.752
H -0.50387 -2.11526 -2.02005 0.022 -0.023 0.017
H 0.24633 0.22939 -2.37262 -0.131 0.148 0.216
H 1.18854 -1.86970 -1.47542 -0.112 -0.045 -0.125
H -0.68769 2.22481 -1.92142 -0.300 0.122 0.193
H -2.10282 2.27643 -0.86302 0.269 0.116 -0.079
H 0.42769 1.56309 1.81072 -0.209 -0.130 -1.507
H -0.07371 -0.59891 2.77808 -0.097 0.027 -0.096
H 1.60738 -0.14861 3.06845 0.151 -0.287 0.076
H -0.12320 -1.84938 -0.31021 -0.120 -0.007 -0.057
H 1.16854 -1.25598 1.72696 0.213 -0.102 0.256

3.
49
Properties=species:S:1:pos:R:3:forces:R:3 method="wB97M-V/def2-TZVPD" energy_ha=-1634.40545 orbital_gap_ev=8.35 e_homo_ev=-7.821 smiles="O=C(CCCn1c(=O)[nH]c2ccsc2c1=O)N1CCN(c2ccccn2)CC1" e_above_lowest_kcal_mol=4.07
S -5.65896 2.06171 0.60524 0.381 -0.004 -0.202
O -1.21752 -0.65677 -1.73219 0.325 -0.276 -0.094
O -1.71745 -0.35262 1.39335 -0.311 0.067 0.125
O -5.34714 -1.08669 0.14855 -0.137 -0.056 0.166
N 0.45399 -0.81265 1.08575 0.206 0.184 0.189
N 3.84494 1.89397 0.18657 -0.318 -0.142 -0.001
N -2.32902 1.21899 -1.18518 0.235 0.250 -0.075
N 2.45070 0.25447 -0.60485 -0.249 0.022 -0.247
N -3.29614 -0.87184 -0.81749 -0.211 -0.192 -0.211
C -3.55859 3.22240 -0.34812 -0.046 0.141 0.032
C 5.04861 2.37335 0.43981 0.354 0.012 0.050
C -3.17494 -2.32296 -0.80710 -0.075 -0.404 0.046
C 2.05258 -1.12895 -0.71516 0.080 -0.388 0.187
C -4.74009 3.47360 0.27923 -0.119 -0.421 0.025
C -1.17455 -2.60819 0.74808 -0.361 0.055 0.025
C 3.72288 0.65156 -0.29370 0.367 0.237 -0.045
C -0.85401 -1.16079 1.09142 0.282 -0.351 0.157
C -2.67073 -2.84342 0.54138 0.124 0.179 -0.115
C -2.21527 -0.14714 -1.25910 -0.092 0.453 -0.228
C 6.10226 0.36922 -0.25013 -0.121 0.121 0.068
C 1.33714 1.07436 -0.17552 -0.198 0.297 0.281
C -4.43893 1.07970 -0.12088 0.082 0.657 0.072
C -3.38345 1.84020 -0.57643 -0.800 -0.563 0.307
C 6.21757 1.66216 0.24830 0.070 0.008 -0.007
C 0.81462 0.59008 1.18350 -0.139 0.411 -0.114
C -4.45269 -0.35670 -0.21755 0.111 0.234 -0.146
C 1.56705 -1.62796 0.65809 0.140 -0.205 -0.375
C 4.85647 -0.14856 -0.52625 -0.004 -0.134 0.035
H -0.07374 1.14580 1.48545 0.151 -0.032 0.009
H 1.21861 -1.18213 -1.42310 0.112 -0.077 0.035
H -2.84670 3.97656 -0.62967 0.114 0.180 -0.044
H -3.23420 -2.35612 1.33827 -0.026 -0.127 0.005
H 1.59627 0.71038 1.94027 -0.025 0.026 -0.016
H -5.12583 4.42925 0.57481 -0.048 0.214 0.046
H 0.54825 0.96537 -0.92480 0.013 0.019 0.058
H -4.17309 -2.72231 -0.99917 0.188 0.054 -0.034
H 2.37725 -1.50524 1.38830 -0.044 -0.094 -0.058
H -1.52905 1.75860 -1.48458 -0.081 -0.253 0.004
H -2.49539 -2.60500 -1.61360 -0.134 0.017 0.070
H 7.17855 2.09382 0.47592 0.068 0.067 0.027
H 2.86773 -1.74879 -1.08162 -0.029 0.014 -0.031
H 1.29690 -2.68000 0.61799 0.000 0.024 0.041
H 6.98467 -0.23088 -0.42246 0.036 -0.047 -0.023
H -2.87026 -3.91525 0.58355 -0.014 -0.003 0.020
H -0.64741 -2.88516 -0.16558 0.105 -0.069 0.068
H 5.06276 3.38574 0.82449 0.119 0.071 0.031
H -0.81637 -3.23604 1.56846 0.109 -0.018 -0.050
H 4.76991 -1.14737 -0.92189 -0.021 -0.054 -0.031
H 1.67178 2.10826 -0.11066 -0.171 -0.107 -0.032

4.
44
Properties=species:S:1:pos:R:3:forces:R:3 method="wB97M-V/def2-TZVPD" energy_ha=-1322.22505 orbital_gap_ev=2.80 total_charge=+3 e_homo_ev=-16.288
Y -2.88460 2.96907 1.47447 2.253 -2.020 3.091
Sr -0.16057 1.82184 3.86862 0.900 -0.376 -0.518
F -2.69273 -4.94242 -1.87043 -0.026 -0.810 0.980
F -3.85604 -3.29272 -2.17372 -1.286 1.762 0.163
F -4.78413 -5.02087 -1.21545 0.421 0.660 0.219
O -1.52212 1.22502 1.82789 -1.003 2.455 -0.145
O -3.65358 -4.12171 1.21684 0.220 0.591 -2.820
O 1.80937 1.54929 1.91264 -2.062 -1.477 3.609
O 1.27543 0.78081 -4.31869 0.076 -0.326 -0.132
O -2.15172 -3.04790 0.02719 2.536 3.536 -0.385
O -2.20187 3.35382 3.59122 -0.300 -0.702 -2.133
N 3.52035 2.51033 0.68837 -1.744 -1.055 1.506
N -0.19372 0.17561 -2.71785 -1.775 -1.742 1.689
C -0.45846 -2.91550 1.79494 -0.037 -0.167 0.001
C 0.66933 0.97911 -3.29926 1.602 1.265 -1.773
C -1.71689 -2.25758 1.19911 0.826 -1.601 0.455
C 2.22657 2.17500 0.97135 3.589 2.570 -3.820
C -0.62992 -1.17027 -3.23715 0.777 0.890 0.404
C -3.71109 -4.25243 -1.28917 1.494 -1.595 -0.501
C 3.91785 3.39340 -0.36062 0.663 1.468 -1.298
C 4.64858 2.12232 1.55986 -0.410 -0.752 0.627
C -0.87918 0.65591 -1.53584 0.393 -0.506 -0.188
C -3.19570 -3.78211 0.12296 -2.851 -2.218 3.262
H 5.17993 1.25816 1.16112 -0.132 0.015 -0.268
H -0.57802 -3.95618 2.09625 -0.409 0.117 0.028
H -2.52617 -2.13644 1.91917 -0.114 -0.585 -0.102
H 5.39538 2.89887 1.72526 -0.432 0.324 -0.298
H 4.81220 3.00677 -0.84925 0.065 0.036 0.201
H -0.36401 1.41600 -0.94851 0.607 0.505 -0.592
H 1.57447 2.53972 0.16268 -0.128 0.039 0.028
H -2.43467 3.69595 4.47625 -0.368 0.261 -0.717
H -0.61725 -1.86397 -2.39648 0.001 -0.052 -0.049
H -0.10592 -2.36666 2.66820 -0.193 0.145 0.270
H -1.40535 -1.24091 0.95947 -0.316 -0.069 -1.178
H -1.82789 1.06760 -1.88018 -0.768 -0.163 0.603
H -0.86257 0.65405 1.38798 -0.561 0.222 -0.447
H 4.24624 1.81777 2.52602 0.053 0.057 -0.018
H 3.26729 3.67486 -1.18866 -0.865 -0.925 0.233
H 0.39584 -2.91490 1.11798 -0.237 0.138 -0.379
H 4.12096 4.38135 0.05265 0.514 -0.072 0.285
H -1.63342 -1.14727 -3.66205 0.082 0.197 -0.075
H 0.79642 1.94340 -2.78333 -0.036 0.206 0.425
H -0.91500 -0.15161 -0.80459 -0.833 -0.336 -0.234
H 0.10619 -1.48442 -3.97712 -0.188 0.091 -0.008

Number 1: strongest force on any atom 0.0429 Eh/bohr. Number 2: strongest force on any atom 0.0716 Eh/bohr. Number 3: strongest force on any atom 0.0199 Eh/bohr. Number 4: strongest force on any atom 0.1135 Eh/bohr.